{"formula": "C2H10NOS", "method": "ωB97M-V with the def2-TZVPD basis set", "e_homo_ha": -0.4720, "gap_ha": 0.3398, "relative_energy_kcal_mol": 8.5, "total_charge": 1, "max_force_ha_per_bohr": 0.028, "mol_weight_g_mol": 96.2, "elements": ["C", "C", "S", "N", "H", "H", "H", "H", "H", "H", "H", "H", "H", "H", "O"], "positions_angstrom": [[-0.230, -0.460, -0.350], [-1.368, -1.255, 0.197], [-1.700, -2.859, -0.590], [-0.196, 0.856, 0.382], [-0.272, -0.259, -1.403], [0.755, -0.855, -0.136], [-2.293, -0.685, 0.291], [-1.140, -1.573, 1.228], [-1.109, -2.629, -1.772], [-0.871, 1.508, 0.001], [0.727, 1.324, 0.371], [-0.297, 0.609, 1.364], [2.518, 1.837, -0.584], [2.974, 2.628, 0.615], [2.503, 1.815, 0.385]], "forces_ev_per_a": [[0.78, 0.43, 0.26], [-0.42, -1.02, 0.94], [0.16, -0.01, -0.24], [0.70, -0.12, -0.05], [-0.26, 0.13, -0.55], [0.02, -0.70, -0.06], [0.01, 0.21, -0.44], [0.12, 0.33, -0.16], [-0.09, 0.12, -0.01], [-0.53, 0.14, 0.53], [0.33, 0.01, -0.24], [-0.73, 0.54, 0.24], [0.32, -0.11, 0.09], [-0.06, -0.09, 0.30], [-0.35, 0.17, -0.62]], "lowdin_charge": [-0.218, -0.579, 0.769, 0.182, 0.126, 0.138, 0.082, 0.080, -0.135, 0.173, 0.101, 0.170, 0.070, 0.081, -0.040]}